# 1
Below is a structure of composition C26H21F6FeO2, with properties calculated with ωB97M-V with the def2-TZVPD basis set.

Properties
expectation value of S² = 6.137
E_HOMO (spin up / spin down) = -1.3 / -4.0 eV
E_LUMO (spin up / spin down) = 2.474 / 0.679 eV
largest force on an atom = 4.44 eV/Å
2S+1 = 5
total charge = -1

Element x y z (Å)
Fe  3.09508  0.26581  2.79990
F  -4.61158  -5.06982  -3.52887
F  0.95596  4.94050  -4.18955
F  -5.56654  -5.04719  -1.54673
F  -6.40626  -3.84976  -3.18672
F  2.46599  4.49331  -2.65518
F  2.41602  3.33296  -4.52375
O  2.28721  2.64725  4.48619
O  4.58856  2.24079  1.12596
C  4.19294  1.31175  1.69753
C  -4.34882  -3.11605  -2.21553
C  1.69301  0.69755  1.50075
C  -1.77081  0.04755  -0.97770
C  1.62952  3.91673  -3.57134
C  -0.55628  0.88021  -3.06178
C  0.21770  1.85260  -3.67926
C  2.95080  -1.76941  2.57489
C  -4.36819  -2.65130  -0.90107
C  0.34900  3.08247  -1.59449
C  -0.33035  -0.74934  1.25082
C  -0.96638  0.98938  -1.69762
C  2.56612  1.67170  3.92181
C  0.70780  2.92147  -2.93215
C  0.29452  0.30364  1.84023
C  -3.52723  -1.61468  -0.54178
C  -3.53601  -2.51471  -3.17511
C  -2.70593  -1.46309  -2.81109
C  4.68477  -0.61308  3.61066
C  3.57628  -0.66015  4.51863
C  -2.62630  -0.98869  -1.46510
C  -0.45847  1.20816  2.78162
C  4.29237  -1.28994  2.39938
C  2.51235  -1.38625  3.88158
C  -5.22906  -4.26314  -2.61353
C  -0.49680  2.15860  -1.01386
H  4.92629  -1.48957  1.54101
H  1.56912  -1.66544  4.34146
H  -0.41644  0.83051  3.81315
H  -1.94946  0.30928  0.06044
H  -1.31684  -1.04720  1.61103
H  1.77306  1.78885  1.41649
H  5.66134  -0.18068  3.82172
H  -1.52111  1.28305  2.50940
H  2.39458  -2.38789  1.87751
H  0.43820  1.78389  -4.74522
H  -5.05323  -3.09058  -0.17505
H  -2.12819  -1.00446  -3.59844
H  3.58607  -0.32774  5.55277
H  0.70972  3.94471  -1.02966
H  -3.56022  -1.24805  0.48549
H  -0.82297  2.33043  0.01450
H  -3.57142  -2.85278  -4.21124
H  -0.83294  0.02168  -3.65848
H  2.02878  0.23621  0.56044
H  0.17406  -1.38267  0.52191
H  -0.05939  2.23266  2.78304


# 2
Below is a cluster of 2 separate species, C5H12NO in total, with properties calculated with ωB97M-V with the def2-TZVPD basis set.

Properties
E_HOMO = -2.6 eV
E_LUMO = 3.562 eV
largest force on an atom = 5.59 eV/Å
total charge = -1
energy relative to the best compared isomer or geometry (same formula, charge and spin) = 509.13 kJ/mol

Element x y z (Å)
O  -0.52994  1.70171  2.33958
N  1.22518  -0.13631  -1.38545
C  -0.09010  -2.40892  0.69278
C  -0.62484  1.46830  -1.69409
C  -0.11325  0.09503  -1.61523
C  0.79430  -0.12472  0.01341
C  -0.22150  -0.81548  0.88783
H  0.03055  -0.41342  1.89002
H  -1.27912  -0.47394  0.60091
H  -1.30019  1.45691  -2.55566
H  -0.84558  1.93524  3.20147
H  -0.74291  -0.68944  -2.12160
H  -1.17918  1.74392  -0.76265
H  -0.90396  -2.83680  1.31243
H  0.92019  -2.59214  1.05631
H  0.27673  2.15657  -1.77062
H  -0.19198  -2.52508  -0.44171
H  1.70663  -0.63351  0.51693
H  0.70440  0.92692  0.34752